No. 1
DFT (wB97M-V/def2-TZVPD) results for a structure of composition C22H31NOP2W at a distorted geometry.

Computed properties:
multiplicity = 3
total charge = +2
HOMO (alpha / beta) = -14.5 / -14.4 eV

```
58
C22H31NOP2W | the Open Molecules 2025 dataset | wB97M-V/def2-TZVPD
C -1.8509 3.3661 -2.4743
C -1.6689 2.0001 -2.3110
C -0.3754 1.4608 -2.4195
C 0.7300 2.3294 -2.5755
C 0.5473 3.6878 -2.8649
C -0.7755 4.2028 -2.8032
C 1.9982 1.7759 -1.9968
C 2.2335 0.3479 -2.4416
C 1.0737 -0.4644 -2.3081
C 1.2388 -1.8458 -2.1118
C 2.5225 -2.4061 -2.1225
C 3.6341 -1.5842 -2.4102
C 3.4981 -0.2182 -2.5734
H -2.8428 3.8252 -2.3185
H 1.3859 4.3079 -3.1478
H -0.9368 5.2562 -3.0272
H 2.8991 2.4498 -2.0090
H 2.6679 -3.4524 -1.8688
H 4.6190 -2.0554 -2.5002
H 4.3534 0.4213 -2.8468
N -0.1975 0.0904 -2.1986
W -0.1415 0.3136 -0.1710
C -2.6833 1.1092 -1.6115
H -2.6981 0.0942 -2.0327
H -3.6805 1.5450 -1.6439
C 0.0497 -2.5779 -1.5243
H -0.8824 -2.4037 -2.0941
H 0.2281 -3.6481 -1.4325
P -2.2190 0.9622 0.2016
P -0.2440 -1.8963 0.2244
C 1.0687 -2.8114 1.1832
H 0.7768 -2.8530 2.2518
H 1.2500 -3.8440 0.8242
H 2.0040 -2.2326 1.1231
C -1.7041 -2.9909 0.7026
H -1.5218 -4.0748 0.5317
H -1.9308 -2.8503 1.7774
H -2.5935 -2.7003 0.1117
C -2.6229 2.6310 0.8865
H -3.6410 2.9886 0.6398
H -2.5270 2.5894 1.9860
H -1.8948 3.3611 0.5049
C -3.7576 0.0624 0.8173
H -3.7232 -0.0192 1.9273
H -4.7087 0.5920 0.5463
H -3.8068 -0.9629 0.3880
H 1.6023 1.4949 -0.9396
H -0.6179 0.3362 1.3890
C 2.6964 -1.1481 4.8564
C 1.7743 -0.3896 3.9274
C 0.3805 -0.0719 4.4223
O 2.1333 -0.0804 2.7571
H 2.4165 -0.9888 5.8950
H 3.7163 -0.8183 4.6814
H 2.6173 -2.1991 4.6117
H 0.1146 0.9344 4.1415
H -0.3090 -0.7641 3.9565
H 0.3252 -0.1838 5.5134
```



No. 2
DFT (wB97M-V/def2-TZVPD) results for a structure of composition C22H32AsN2O2SbV at a distorted geometry.

Computed properties:
energy relative to the best compared isomer or geometry (same formula, charge and spin) = 0.573 eV
multiplicity = 3
total charge = +1
HOMO (alpha / beta) = -10.1 / -10.1 eV

```
61
C22H32AsN2O2SbV | the Open Molecules 2025 dataset | wB97M-V/def2-TZVPD
V -0.4574 -0.6418 -0.3759
O -0.4242 -0.0478 1.5821
C -1.3520 0.0951 2.5074
C -1.0892 0.3450 3.8685
C -2.1085 0.7607 4.7184
C -3.4474 0.6684 4.2596
C -3.7523 0.3688 2.9696
C -2.7545 0.1403 2.0613
C -3.0820 0.0586 0.6571
N -2.2409 0.1738 -0.3774
C -2.8295 0.0061 -1.6723
C -1.8709 -0.4771 -2.7173
N -0.5211 -0.1973 -2.2654
C 0.4582 -0.1456 -3.1481
C 1.8194 -0.1746 -2.9235
C 2.6557 -0.1298 -4.0316
C 4.0259 -0.1785 -3.8641
C 4.5981 -0.4428 -2.6076
C 3.7836 -0.6785 -1.5059
C 2.3549 -0.5352 -1.6047
O 1.5818 -0.5700 -0.5327
H -0.0795 0.2943 4.3139
H -1.8622 1.1808 5.6644
H -4.2648 0.8624 4.9249
H -4.7602 0.2798 2.6431
H -4.1189 -0.0588 0.4357
H -3.2916 0.9669 -2.0371
H -3.6734 -0.7097 -1.6930
H -2.0279 0.1014 -3.6447
H -2.0157 -1.5586 -3.0003
H 0.0980 -0.1352 -4.1866
H 2.1988 -0.0149 -5.0192
H 4.6573 -0.0275 -4.7642
H 5.7144 -0.4646 -2.4651
H 4.1875 -0.9626 -0.5394
C -0.8380 4.6754 0.2070
Sb 0.6540 3.0143 0.1221
C 1.8980 3.2796 1.8493
C 2.0883 4.0529 -1.1882
H -0.8684 5.1772 -0.7381
H -0.4051 5.3019 1.0061
H -1.8500 4.2664 0.4458
H 1.7720 4.2688 2.2738
H 2.9461 3.0686 1.6132
H 1.5532 2.5991 2.6558
H 1.9925 3.7811 -2.2392
H 3.1339 3.7530 -0.9152
H 1.9878 5.1095 -1.0013
C 0.4624 -4.5541 -0.7705
As -0.2688 -3.0844 0.3228
C 1.1604 -3.0480 1.6350
C -1.6760 -3.8917 1.3962
H 0.0863 -5.4797 -0.3328
H 1.5441 -4.5306 -0.7050
H 0.1045 -4.5144 -1.8367
H 1.3615 -4.1310 1.9224
H 0.8480 -2.5028 2.5346
H 2.0232 -2.5662 1.2235
H -1.4765 -4.9803 1.5157
H -2.6525 -3.7524 0.9519
H -1.6907 -3.4640 2.4220
```



No. 3
DFT (wB97M-V/def2-TZVPD) results for a structure of composition C22H32AsN5RhTe.

Computed properties:
energy relative to the best compared isomer or geometry (same formula, charge and spin) = 0.545 eV
multiplicity = 5
total charge = -1
HOMO (alpha / beta) = -2.8 / -3.1 eV

```
62
C22H32AsN5RhTe | the Open Molecules 2025 dataset | wB97M-V/def2-TZVPD
Rh -1.1899 1.0288 -2.3518
C 2.3073 0.4146 -3.4217
As 1.2508 0.7565 -1.8192
C 2.1854 -0.5243 -0.6548
C 2.0400 2.4943 -1.2637
C 3.2551 2.3686 -0.4170
C 3.1342 2.2604 0.9714
C 4.2498 2.0836 1.7728
C 5.5162 2.0096 1.2055
C 5.6506 2.1223 -0.1702
C 4.5321 2.3026 -0.9717
H 3.3749 0.3921 -3.1970
H 2.0754 1.2022 -4.1376
H 1.9986 -0.5422 -3.8421
H 3.2456 -0.2922 -0.5471
H 2.0728 -1.5043 -1.1184
H 1.7211 -0.5521 0.3283
H 1.2394 3.0254 -0.7496
H 2.2225 3.0194 -2.2020
H 2.1437 2.3181 1.4112
H 4.1330 2.0061 2.8474
H 6.3895 1.8727 1.8305
H 6.6328 2.0727 -0.6244
H 4.6483 2.3936 -2.0456
C -0.6092 1.1436 4.3514
C -0.6633 -0.2714 3.7853
C -2.0745 -0.8456 3.8498
C -0.0906 -0.3363 2.3665
N -0.8645 0.4115 1.3960
C -1.9160 0.0405 0.6588
N -2.3278 1.0727 -0.0371
N -1.4986 2.0928 0.2849
N -0.6214 1.7138 1.1459
H -1.0173 1.1645 5.3630
H -1.1906 1.8334 3.7383
H 0.4149 1.5188 4.3873
H -0.0031 -0.9094 4.3830
H -2.7800 -0.2115 3.3093
H -2.4148 -0.9061 4.8843
H -2.1239 -1.8477 3.4189
H -0.0505 -1.3686 2.0148
H 0.9195 0.0736 2.3372
H -2.3377 -0.9528 0.6114
Te -0.9524 3.0636 -3.9074
C -0.4280 -2.9707 -2.0745
C -1.8526 -2.7806 -1.6494
C -2.5034 -3.7062 -0.8501
C -3.8248 -3.5288 -0.4554
C -4.5030 -2.3918 -0.8913
C -3.9022 -1.4377 -1.6917
C -4.6532 -0.2321 -2.1742
C -2.5378 -1.6078 -2.0920
N -1.9129 -0.6867 -2.8281
H 0.0601 -3.7519 -1.4878
H 0.1233 -2.0348 -1.9642
H -0.3595 -3.2375 -3.1336
H -1.9556 -4.5869 -0.5254
H -4.3186 -4.2606 0.1722
H -5.5391 -2.2406 -0.6015
H -5.6485 -0.1908 -1.7276
H -4.7542 -0.2512 -3.2630
H -4.1175 0.6884 -1.9371
```



No. 4
DFT (wB97M-V/def2-TZVPD) results for a structure of composition C22H32BBrF6N5O4P2S4Sn at a distorted geometry.

Computed properties:
energy relative to the best compared isomer or geometry (same formula, charge and spin) = 0.775 eV
multiplicity = 1
total charge = -1
HOMO = -3.6 eV

```
78
C22H32BBrF6N5O4P2S4Sn | the Open Molecules 2025 dataset | wB97M-V/def2-TZVPD
Sn 0.0551 -0.2078 0.4384
F -4.4039 -2.8594 0.2428
C -4.6663 -1.6318 -0.1977
F -5.0956 -1.7726 -1.4638
F -5.7002 -1.1666 0.5155
S -3.3345 -0.2952 -0.2025
O -2.2089 -0.8397 -0.8946
O -4.0188 0.7487 -0.8885
N -3.0802 0.0725 1.2858
S -2.2546 -0.9896 2.0698
O -1.1610 -0.4663 2.8161
O -2.0718 -2.1729 1.3026
C -3.4402 -1.4676 3.4408
F -4.5448 -2.0484 2.9594
F -2.8710 -2.3417 4.2803
F -3.8293 -0.4188 4.1679
C 1.5867 2.1790 -3.0216
P 0.1241 1.2114 -2.4553
C -1.2105 2.0355 -3.4440
C 0.4222 -0.2567 -3.5567
C -0.5288 -1.4155 -3.2848
P -0.0298 -2.2440 -1.7059
C -1.3275 -3.5243 -1.5062
C 1.2889 -3.3583 -2.3807
H 1.6761 2.1577 -4.1067
H 2.4627 1.7270 -2.5630
H 1.5160 3.2057 -2.6755
H -0.9912 1.9936 -4.5095
H -1.2950 3.0745 -3.1340
H -2.1532 1.5313 -3.2412
H 1.4523 -0.5691 -3.3639
H 0.3483 0.0674 -4.6012
H -0.5041 -2.1376 -4.1079
H -1.5484 -1.0550 -3.1604
H -1.2759 -4.2687 -2.3010
H -2.2959 -3.0397 -1.4983
H -1.1887 -3.9944 -0.5354
H 0.9419 -3.8713 -3.2771
H 1.5414 -4.0886 -1.6154
H 2.1774 -2.7780 -2.6120
C -2.5254 3.6196 -0.2321
N -1.1400 3.9784 -0.3525
C -0.6170 4.8950 -1.2217
C 0.7159 4.9444 -0.9833
N 1.0218 4.0665 0.0142
B 2.4966 3.9082 0.4976
N 2.5904 2.8650 1.6232
C 2.6291 3.1679 2.9508
C 2.7579 2.0192 3.6549
N 2.8130 1.0017 2.7403
C 3.0445 -0.3760 3.0508
C 2.6772 1.5386 1.5112
S 2.6261 0.6188 0.0848
C -0.1165 3.4670 0.3915
S -0.4170 2.3591 1.6530
H -3.1213 4.3215 -0.8150
H -2.8318 3.6654 0.8143
H -2.7149 2.6023 -0.5891
H -1.2286 5.4337 -1.9160
H 1.4703 5.5473 -1.4446
H 2.8380 4.9609 0.9531
H 3.1644 3.5475 -0.4190
H 2.5589 4.1815 3.2897
H 2.8137 1.8312 4.7081
H 3.8025 -0.4466 3.8333
H 3.3960 -0.8685 2.1472
H 2.1179 -0.8537 3.3761
Br 3.1654 -6.3017 2.5141
C 2.3398 -4.6313 2.0400
C 1.2223 -4.2066 2.7279
C 0.6297 -3.0046 2.3645
C 1.1120 -2.2017 1.3254
C 2.2547 -2.6908 0.6717
C 2.8781 -3.8807 1.0138
H 0.8098 -4.8062 3.5285
H -0.2433 -2.6868 2.9162
H 2.6827 -2.0946 -0.1252
H 3.7638 -4.2156 0.4879
```



Q: Which of these has the highest total charge?
A: C22H31NOP2W